{"formula": "C6H13NO", "method": "ωB97M-V/def2-TZVPD", "species": ["C", "C", "N", "C", "H", "H", "H", "H", "H", "H", "H", "C", "C", "C", "O", "H", "H", "H", "H", "H", "H"], "xyz": [[-1.31478, -0.57835, -1.17923], [-0.91813, 0.46028, -0.15999], [1.70483, 0.86886, -1.11473], [-1.74542, 1.49862, 0.09632], [1.77361, 1.79742, -0.70171], [0.97460, 0.83733, -1.82453], [-1.14061, -1.59786, -0.82477], [-2.37782, -0.51765, -1.43482], [-0.74094, -0.44433, -2.10064], [-1.56377, 2.18480, 0.91852], [-2.70077, 1.60072, -0.41055], [-0.03869, -0.89810, 1.82239], [1.56409, -0.15602, -0.04516], [0.28387, 0.16439, 0.76601], [1.52001, -1.40728, -0.67326], [2.13069, -1.30706, -1.42249], [2.44076, -0.12022, 0.60845], [0.49991, 1.09814, 1.30605], [0.70797, -1.69704, 1.86514], [-0.03752, -0.42427, 2.81175], [-1.02188, -1.36236, 1.69725]], "atomic_forces_ev_per_a": [[-0.0642, -0.0628, -0.1674], [-1.0030, 0.3190, 1.1718], [1.0845, -0.3051, 0.5147], [0.6840, -0.9999, 0.1092], [-0.1379, -0.2252, -0.3367], [0.0066, 0.0160, 0.6108], [0.1971, 0.1683, -0.0069], [0.1693, 0.2355, 0.0363], [-0.0366, -0.2266, 0.0105], [0.1680, 0.0489, -0.1777], [0.2003, 0.0349, -0.1258], [-0.0453, -0.1550, 0.5997], [-0.9447, 1.4284, -0.8502], [-0.1559, -0.0389, -0.6680], [-0.0100, -0.1334, -0.2655], [-0.1664, -0.2534, 0.2536], [0.0253, 0.3010, 0.0330], [0.0538, -0.1371, -0.2891], [-0.0834, 0.0775, -0.1761], [-0.1112, -0.1707, -0.1390], [0.1699, 0.0785, -0.1369]], "lowdin_charge": [-0.07, -0.33, 0.06, 0.05, 0.08, 0.07, 0.08, 0.08, 0.07, 0.06, 0.06, -0.05, -0.43, -0.30, -0.03, 0.10, 0.14, 0.13, 0.08, 0.08, 0.08], "smiles": "C=C(C)[C@@H](C)[C@H](N)O", "gap_ev": 10.23, "fmax_ev_per_a": 1.9, "homo_ev": -9.305, "multiplicity": 1, "e_lumo_ev": 0.9242, "e_tot_ha": -366.37833, "e_above_lowest_ev": 1.5123, "total_charge": 0}